No. 1
116
Properties=species:S:1:pos:R:3:forces:R:3:mulliken_charge:R:1 method="wB97M-V/def2-TZVPD" homo_energy_ev=-9.55 charge=+1 relative_energy_kcal_mol=27.8
Zr 0.099498 -0.479284 1.525795 -1.194 0.145 1.321 -3.437
C -5.519495 0.398450 5.006054 0.002 -0.006 -0.040 -0.837
C -5.437000 0.028219 3.672565 -0.057 -0.029 -0.003 -0.727
C -4.322305 0.377782 2.925189 0.038 0.070 0.069 -0.186
C -3.274240 1.096205 3.504588 -0.053 -0.120 -0.345 0.718
C -3.359668 1.450893 4.847354 0.109 -0.044 0.055 -0.472
C -4.476662 1.103614 5.591044 -0.011 -0.007 0.072 -0.656
P -1.919520 1.597628 2.378008 0.259 0.516 1.033 1.696
C -2.429634 3.340066 2.014796 -0.074 -0.176 -0.476 0.752
C -3.781954 3.651509 1.878131 0.030 -0.077 0.056 -1.032
C -4.184292 4.939833 1.560023 -0.039 0.029 0.008 -0.644
C -3.241544 5.934185 1.347580 -0.014 -0.023 0.003 -0.657
C -1.892168 5.626375 1.442056 0.023 0.057 -0.006 -0.916
C -1.486764 4.340721 1.766932 -0.040 -0.048 0.029 -0.301
C -0.402616 1.955279 3.341138 -0.022 0.005 -0.464 -0.163
C -0.262504 2.913230 4.345078 0.012 -0.051 0.120 0.009
C 1.002382 3.238451 4.800728 -0.107 0.090 0.046 -1.424
C 2.115282 2.653139 4.209997 0.121 -0.098 -0.111 -0.945
C 1.963002 1.721931 3.195695 -0.038 0.140 0.037 -0.165
C 0.698802 1.323052 2.731172 0.056 0.759 0.413 2.616
H -6.396059 0.144190 5.587708 0.022 -0.034 0.013 0.411
H -6.236718 -0.537733 3.211312 -0.003 0.025 -0.001 0.460
H -4.264796 0.095280 1.881705 -0.024 -0.033 -0.018 0.519
H -2.551495 1.986485 5.326498 -0.011 0.006 -0.013 0.225
H -4.536642 1.386482 6.634329 0.018 0.007 -0.008 0.454
H -4.525965 2.882456 2.044687 -0.035 0.056 0.013 0.370
H -5.239905 5.167975 1.486968 0.006 -0.009 -0.008 0.439
H -3.556230 6.943469 1.117238 0.006 -0.007 -0.023 0.394
H -1.148956 6.396235 1.275423 0.003 -0.014 0.010 0.448
H -0.427543 4.131962 1.855062 0.032 -0.009 0.065 0.284
H -1.126500 3.434878 4.737171 -0.004 0.011 0.013 0.539
H 1.128902 3.974714 5.584768 -0.026 -0.004 -0.002 0.430
H 3.109920 2.928265 4.542227 -0.013 0.007 0.001 0.480
H 2.865603 1.302604 2.770664 0.025 -0.042 0.000 0.398
C 0.112650 -1.005956 -12.401728 -0.041 0.061 -0.044 -0.850
O 0.714756 -1.931735 -11.512961 0.058 -0.044 -0.092 -0.455
C 0.640461 -1.684194 -10.193203 -0.013 0.049 0.298 0.944
C 1.241230 -2.626389 -9.352462 0.015 -0.055 -0.107 -0.540
C 1.190347 -2.476469 -7.987106 0.022 0.026 0.165 -0.622
C 0.556836 -1.370595 -7.411941 -0.105 0.135 -0.316 -0.003
C -0.024082 -0.427910 -8.255188 0.081 -0.050 0.138 -0.858
C 0.011979 -0.575381 -9.631771 -0.027 0.057 -0.208 -0.483
C 0.469784 -1.245692 -5.962867 -0.032 -0.016 0.249 0.322
N 0.491277 -2.242454 -5.107827 0.070 -0.223 -0.127 -0.835
C 0.345539 -1.675560 -3.877170 -0.072 0.588 -0.057 0.913
C 0.232606 -0.299784 -3.979896 0.067 -0.491 0.071 0.241
N 0.316073 -0.041453 -5.322748 -0.002 0.064 -0.157 -0.146
C 0.059966 0.550068 -2.856108 -0.104 0.057 0.255 0.286
C -0.031634 1.949764 -2.914928 -0.008 -0.028 0.053 -0.840
C -0.193784 2.665693 -1.757068 -0.005 -0.046 -0.115 -1.344
C -0.281484 1.976083 -0.548234 -0.114 0.029 -0.014 -0.259
N -0.228265 0.657708 -0.464922 0.190 0.128 -0.380 1.554
C -0.029527 -0.071437 -1.590417 0.022 0.060 -0.308 0.582
C 0.102430 -1.510459 -1.466964 0.004 -0.231 -0.259 -0.215
N 0.052876 -2.053346 -0.228216 0.471 -0.048 -0.417 0.760
C 0.185827 -3.356712 -0.089290 -0.156 -0.007 0.149 -0.570
C 0.354650 -4.225526 -1.168868 -0.018 -0.006 -0.164 -1.323
C 0.401927 -3.702282 -2.434686 0.003 -0.001 0.072 -0.700
C 0.286224 -2.314351 -2.603243 -0.075 0.018 0.211 0.540
H 0.296549 -1.388405 -13.400702 -0.003 0.004 -0.001 0.242
H 0.559250 -0.013371 -12.305238 0.024 -0.021 0.002 0.345
H -0.964671 -0.936507 -12.232211 0.012 -0.025 0.008 0.348
H 1.742433 -3.471567 -9.805164 -0.024 -0.013 0.016 0.428
H 1.646997 -3.209117 -7.334915 -0.009 -0.025 -0.034 0.435
H -0.545583 0.431364 -7.848950 -0.024 -0.025 0.021 0.281
H -0.461534 0.168711 -10.256257 0.003 -0.019 0.026 0.402
H 0.328730 0.856329 -5.772684 0.008 0.016 -0.019 0.250
H 0.031718 2.455572 -3.870327 -0.005 0.026 0.011 0.480
H -0.265839 3.743761 -1.761931 0.006 0.000 0.022 0.603
H -0.410076 2.520562 0.373926 0.034 -0.036 0.007 -0.229
H 0.143492 -3.743563 0.923063 0.027 0.020 0.019 0.433
H 0.447478 -5.287554 -0.995228 0.001 0.006 0.033 0.498
H 0.526414 -4.322504 -3.312399 0.023 -0.018 0.019 0.594
I -0.653677 -1.601470 4.221362 -0.603 -0.394 -0.185 0.413
C -2.401434 -2.551180 3.490893 0.322 0.020 0.208 0.527
C -3.107584 -3.367456 4.325135 0.324 0.210 0.119 -0.603
C -4.236834 -4.049669 3.837516 -0.133 -0.067 -0.104 -0.760
C -4.617621 -3.876794 2.539728 -0.016 -0.073 0.107 -0.976
C -3.916831 -2.995777 1.681156 0.143 0.122 0.002 1.489
C -4.396846 -2.737074 0.380643 -0.041 0.017 -0.046 -1.290
C -3.811415 -1.756095 -0.364113 -0.041 0.049 -0.010 -1.182
C -2.690847 -1.062728 0.127554 0.006 0.041 0.209 -0.922
C -2.061391 -1.340039 1.333960 -0.495 -0.540 -0.349 2.535
C -2.749627 -2.310244 2.140585 -0.075 0.177 -0.020 -1.006
H -2.795517 -3.484985 5.355338 -0.061 -0.056 -0.006 0.458
H -4.795907 -4.699423 4.497770 0.011 -0.010 -0.013 0.417
H -5.485292 -4.394600 2.148475 -0.009 0.019 0.008 0.427
H -5.253144 -3.286441 0.008279 -0.010 0.000 0.035 0.395
H -4.200703 -1.501920 -1.343060 -0.033 -0.003 0.017 0.515
H -2.336439 -0.246699 -0.487895 0.049 -0.085 -0.090 0.538
N 7.857746 2.006314 0.609153 0.029 0.017 0.039 -0.470
C 6.717307 1.277993 0.750748 -0.133 0.042 -0.011 1.107
C 5.463208 1.865750 0.525185 0.011 -0.004 -0.001 -1.051
C 4.308343 1.130591 0.683064 0.068 -0.065 0.063 -0.478
C 4.382405 -0.200966 1.085812 -0.542 -0.017 -0.068 0.095
C 5.616100 -0.803267 1.299023 0.077 -0.132 -0.028 -0.489
C 6.769150 -0.072545 1.134435 0.035 -0.073 0.012 -0.985
S 2.886134 -1.138129 1.115356 0.823 -0.624 -0.333 1.598
O 3.083100 -2.424566 0.513030 0.443 0.133 0.117 -0.880
O 1.923715 -0.272629 0.374934 0.456 0.071 -0.260 -0.401
N 2.058234 -1.280740 2.500016 -0.006 0.604 -0.640 0.062
C 2.734617 -1.191859 3.691013 0.469 -0.171 0.938 0.195
N 2.037843 -0.886318 4.791918 -0.318 -0.066 -0.402 0.049
C 2.691627 -0.810770 5.942438 0.013 0.012 -0.063 -0.392
C 4.055185 -1.020304 6.035808 -0.069 0.014 0.022 -0.893
C 4.694180 -1.316885 4.844586 0.063 0.041 0.005 -0.215
N 4.055700 -1.403335 3.687042 -0.212 -0.258 -0.141 -0.402
H 7.818881 2.943242 0.254393 0.023 -0.005 -0.017 0.195
H 8.758193 1.569214 0.671570 -0.013 -0.007 -0.013 0.194
H 5.398135 2.900569 0.212557 0.039 0.001 0.006 0.328
H 3.346901 1.580124 0.484875 -0.009 0.044 -0.003 0.366
H 5.657128 -1.843260 1.591248 0.034 0.027 -0.024 0.500
H 7.731418 -0.543006 1.294636 -0.004 0.000 0.006 0.326
H 2.088253 -0.556583 6.807845 0.051 -0.046 0.027 0.493
H 4.577634 -0.962514 6.978214 0.037 0.014 -0.023 0.442
H 5.763768 -1.497363 4.806870 -0.004 0.009 0.031 0.445

No. 2
15
Properties=species:S:1:pos:R:3:forces:R:3:nbo_charge:R:1 method="wB97M-V/def2-TZVPD" homo_energy_ev=-8.42 relative_energy_kcal_mol=47.6
C 2.371082 0.339768 -0.530906 0.485 0.725 -0.063 -0.208
C 1.108375 0.687953 -1.067162 -2.747 -1.612 1.485 -0.744
C 2.402338 -0.238839 0.653933 1.668 -0.430 1.300 -0.227
C 1.116166 -0.658341 1.186731 -1.207 0.227 3.074 -0.865
N -3.963212 0.017525 -0.520802 0.023 -0.932 0.957 -1.084
O -1.480951 0.055797 0.199674 1.454 -0.274 -0.101 -1.039
P -0.016482 -0.046337 -0.025380 -0.307 1.312 -0.710 1.801
H 3.266586 0.625272 -0.988897 1.159 0.363 -0.849 0.224
H 0.804739 1.111262 -1.973989 0.140 0.695 -1.140 0.254
H -4.267188 0.817253 -1.045054 0.201 0.418 0.039 0.349
H 3.330977 -0.469402 1.167664 -0.185 -0.144 -0.149 0.221
H 1.106729 -1.732018 1.228665 -0.201 -0.855 -0.144 0.289
H 0.795091 -0.396069 2.303262 0.758 -0.060 -2.421 0.295
H -3.446764 0.254005 0.326844 -1.182 0.880 0.131 0.373
H -3.127487 -0.367828 -0.914582 -0.059 -0.314 -1.409 0.362

HOMO-LUMO gap across the listed records, respectively: 6.717, 8.262 eV.